# 1
The following is a quantum chemistry calculation of C5H8O3Rb as an isolated structure, from the OMol25 dataset.

Positions of all 17 atoms, in Å:
O 2.08208 0.18249 -2.48106
O 1.19740 1.40668 -0.84800
C 1.05310 0.52754 -1.73167
O -0.03807 -0.03431 -2.00403
Rb -1.99399 1.67099 -0.19536
C 4.09990 0.58857 -2.23683
C 4.30372 1.97443 -2.36890
C 4.75056 -0.09313 -1.04879
C 4.23872 -1.50720 -0.78774
H 4.34885 0.04552 -3.16287
H 4.23006 2.45011 -3.34859
H 4.45706 2.60657 -1.49177
H 5.83607 -0.14554 -1.23142
H 4.60216 0.53399 -0.15818
H 4.87351 -2.02972 -0.05968
H 4.24028 -2.09720 -1.71791
H 3.21975 -1.47047 -0.37300

ΔE to the lowest compared entry with this formula, charge and spin ... 102.19 kJ/mol
Electronic energy ... -12109.895 eV
Charge ... 0
Molecular weight ... 201.58 u
Expectation value of S² ... 0.807
HOMO (spin up / spin down) ... -7.72 / -7.22 eV
2S+1 ... 2
Strongest force on any atom ... 0.062 Eh/bohr
Gap between HOMO and LUMO (spin up / spin down) ... 6.75 / 6.25 eV

***

# 2
The following is a quantum chemistry calculation of one molecule with the formula C6H10OS, from the OMol25 dataset.

Positions of all 18 atoms, in Å:
S -1.75438 1.17431 0.40904
C -0.78925 -0.31517 0.69175
C 0.70800 -0.30719 1.12620
C 1.46868 0.74323 0.32414
C 1.38783 0.40077 -1.18253
O 0.19376 -0.29078 -1.52721
C -0.30092 -1.14784 -0.51872
C 0.81289 -1.68314 0.40086
H -1.24796 1.36974 -0.81790
H -1.36553 -0.95536 1.34180
H 0.92241 -0.24757 2.23234
H 2.50916 0.76510 0.62377
H 1.04961 1.69915 0.50285
H 1.42745 1.28784 -1.81080
H 2.25267 -0.24940 -1.44855
H -1.00464 -1.82780 -1.02147
H 1.77484 -1.94644 -0.02399
H 0.47852 -2.50202 1.04470

ΔE to the lowest compared entry with this formula, charge and spin ... 122.80 kJ/mol
Electronic energy ... -19265.757 eV
Charge ... 0
Molecular weight ... 130.21 u
HOMO ... -8.85 eV
SMILES ... S[C@@H]1[C@@H]2CCO[C@H]1C2
Strongest force on any atom ... 0.023 Eh/bohr
Gap between HOMO and LUMO ... 9.73 eV

***

# 3
The following is a quantum chemistry calculation of C45H53F5IrN5O4PSSeTe2 as an isolated structure, from the OMol25 dataset.

Positions of all 118 atoms, in Å:
Ir -0.61985 0.51415 -1.03131
C 3.98601 0.60649 4.55911
C 2.85693 0.47337 3.57559
C 1.53644 0.29244 3.99413
C 0.50690 0.16744 3.08772
C -0.87520 -0.13549 3.59234
O -1.05312 -1.08484 4.32438
C -1.98829 0.77619 3.22159
C -3.29228 0.29604 3.31879
C -4.36352 1.14308 3.09462
C -4.13425 2.48315 2.80956
C -2.83619 2.96530 2.70895
C -1.76049 2.11162 2.89824
C 0.74776 0.18280 1.69239
O -0.24526 -0.10594 0.90610
C 2.08197 0.39923 1.26139
C 3.09589 0.53882 2.21901
C 2.40735 0.46752 -0.14788
N 1.52985 0.30169 -1.08318
C 1.96346 0.19131 -2.48593
C 2.07539 -1.31324 -2.83734
Te 0.81209 -2.05852 -4.42651
C -0.41105 -3.20639 -3.12190
C -0.49766 -4.58304 -3.29841
C -1.27399 -5.34678 -2.43779
C -1.96748 -4.74395 -1.39802
C -1.87351 -3.37396 -1.21274
C -1.10249 -2.61242 -2.07751
C 3.83734 0.73637 -0.49914
C 4.32107 2.03571 -0.38047
C 5.64398 2.31174 -0.68834
C 6.49947 1.29246 -1.08260
C 6.02108 -0.00384 -1.19766
C 4.69125 -0.27896 -0.91652
H 3.67570 0.29618 5.55550
H 4.31620 1.64580 4.61745
H 4.83816 -0.00049 4.25025
H 1.30364 0.25779 5.05277
H -3.44082 -0.74183 3.58663
H -5.37724 0.76794 3.16263
H -4.97263 3.15699 2.67678
H -2.65739 4.00933 2.48470
H -0.74778 2.49228 2.83635
H 4.11378 0.69225 1.88776
H 2.92197 0.68634 -2.64184
H 1.22971 0.69064 -3.11299
H 1.78915 -1.91484 -1.97248
H 3.09928 -1.55738 -3.11318
H 0.04904 -5.06328 -4.09896
H -1.33102 -6.41814 -2.57756
H -2.56243 -5.34524 -0.72387
H -2.37890 -2.89164 -0.38532
H -1.02304 -1.53063 -1.90694
H 3.65982 2.82742 -0.05058
H 6.00505 3.32850 -0.61289
H 7.53571 1.51017 -1.30340
H 6.67926 -0.80439 -1.50928
H 4.31845 -1.28917 -1.03421
C -1.09127 1.02000 -5.90442
P -1.52192 1.63324 -4.26257
C -3.31508 1.86669 -4.23530
C -0.75547 3.25640 -4.13242
O -1.09925 0.63120 -3.21325
H -1.48580 1.68313 -6.67437
H -1.49100 0.01574 -6.03463
H -0.00603 0.97877 -5.98984
H -3.63445 2.55013 -5.02152
H -3.60684 2.25943 -3.26079
H -3.79217 0.89669 -4.37830
H -0.92319 3.82714 -5.04588
H 0.31698 3.13685 -3.97397
H -1.17255 3.79681 -3.28810
C -6.65113 -0.17178 -0.41654
N -5.41165 -0.17098 -1.19961
C -5.02061 -1.51795 -1.61205
C -4.42132 0.71055 -0.84363
S -2.96191 0.06623 -0.21868
N -4.69331 2.00811 -0.96448
C -3.78563 3.05463 -0.53066
C -5.92683 2.49777 -1.56217
H -6.57879 -0.90845 0.38872
H -7.49157 -0.43630 -1.05776
H -6.83460 0.80009 0.03107
H -5.85671 -1.95598 -2.15715
H -4.77704 -2.16319 -0.76480
H -4.15594 -1.46813 -2.26852
H -2.92229 2.62501 -0.04228
H -4.29486 3.72114 0.16560
H -3.44800 3.63826 -1.38925
H -6.38937 1.72541 -2.16956
H -5.68782 3.35507 -2.19147
H -6.63047 2.82905 -0.79607
F -0.07060 5.17152 -1.74278
Te 0.33370 3.78003 -0.54626
F 1.63533 3.13629 -1.76982
F 1.74807 4.90611 -0.03167
F 1.05335 2.75074 0.85159
F -0.66302 4.66010 0.77581
O -0.98307 2.69980 -1.08052
C 1.13084 -3.51013 4.13933
N 2.14428 -3.17433 3.16665
C 1.93369 -2.97134 1.84445
Se 0.37483 -3.04165 0.89504
N 3.15113 -2.76537 1.27788
C 4.15459 -2.84420 2.22866
C 5.53453 -2.76754 2.14573
C 6.24550 -2.94548 3.32389
C 5.59769 -3.17510 4.53766
C 4.21530 -3.25590 4.61720
C 3.50498 -3.09926 3.43800
H 0.16999 -3.56629 3.63688
H 1.06259 -2.74125 4.90684
H 1.36308 -4.47358 4.59509
H 3.25839 -2.56109 0.30275
H 6.03490 -2.58764 1.20369
H 7.32647 -2.92250 3.29945
H 6.18824 -3.30030 5.43497
H 3.70976 -3.43654 5.55617

ΔE to the lowest compared entry with this formula, charge and spin ... 0.00 kJ/mol
Electronic energy ... -179645.219 eV
Charge ... +1
Molecular weight ... 1412.36 u
HOMO (spin up / spin down) ... -9.10 / -9.10 eV
Strongest force on any atom ... 0.082 Eh/bohr
Gap between HOMO and LUMO (spin up / spin down) ... 4.61 / 4.51 eV

***

# 4
The following is a quantum chemistry calculation of C22H42Cl3CrN2O4Si as an isolated structure, from the OMol25 dataset.

Positions of all 75 atoms, in Å:
C -2.96191 1.90874 2.69538
C -4.04440 1.67343 1.69294
H -2.93122 2.95976 2.98586
H -1.99067 1.67626 2.26312
H -3.08274 1.31398 3.59540
C -5.12736 2.43333 1.52386
C -5.51458 3.66078 2.27181
H -5.82382 2.13551 0.74409
H -4.63662 4.26517 2.51115
H -5.97712 3.40237 3.22680
H -6.21447 4.28907 1.72885
Cr 4.54582 -0.61855 0.56630
Cl 5.06290 -2.41377 1.92010
Cl 2.66748 -0.02207 1.74916
C 2.51470 -2.54830 -0.11314
O 3.40761 -1.85005 -0.62833
N 1.68602 -3.31243 -0.82361
C 1.48814 -3.10059 -2.24365
C 0.93687 -4.37984 -0.19487
H 2.36711 -2.56823 0.96437
H 2.30678 -2.50404 -2.62634
H 0.54733 -2.57871 -2.41771
H 1.45808 -4.05594 -2.76777
H 1.23269 -4.47337 0.84499
H 1.12555 -5.32779 -0.69912
H -0.13250 -4.17188 -0.23674
H 3.67138 4.07216 1.42797
H 1.78283 2.80830 -0.00284
C 4.28545 4.06766 0.52791
C 2.43181 3.12574 -0.81719
N 3.81753 3.04934 -0.38766
H 5.31322 3.86528 0.81327
C 4.55786 1.98134 -0.65491
O 4.09129 0.84183 -0.85592
H 2.28391 2.45396 -1.65281
H 5.63032 2.17910 -0.72625
H 4.23418 5.05114 0.06179
H 2.18395 4.14935 -1.09639
O -3.17825 0.81342 -0.40014
C -3.84671 0.46546 0.80425
C -5.81662 0.02028 -0.73269
C -5.16957 -0.19227 0.47672
H -5.34991 0.65453 -1.47088
C -7.04287 -0.58006 -0.98842
H -3.24155 -0.26306 1.35389
C -5.76831 -1.01506 1.42750
H -7.53661 -0.40644 -1.93589
C -7.63345 -1.39990 -0.03919
C -6.98984 -1.61637 1.17299
H -5.27490 -1.17542 2.37840
H -8.58841 -1.86758 -0.23974
H -7.44120 -2.25568 1.92045
Si -1.97264 -0.09766 -1.11771
Cl 5.96819 0.87200 1.64782
C -1.93526 0.51747 -2.88313
C -2.40218 -1.92235 -1.05313
C -0.30853 0.19488 -0.30563
H -2.94116 0.61067 -3.29059
H -1.37510 -0.15953 -3.52803
H -1.46294 1.49730 -2.94598
H -0.02623 1.24614 -0.35065
H 0.47255 -0.37582 -0.80978
H -0.31524 -0.10335 0.74069
H -3.43070 -2.10372 -1.36371
H -2.27486 -2.33527 -0.05365
H -1.75475 -2.48974 -1.72227
C 8.55383 -0.89053 -0.34152
C 7.26296 -1.53919 0.16101
O 6.09489 -1.10638 -0.53671
H 8.70948 -1.11706 -1.41557
H 9.41446 -1.28879 0.24010
H 8.51302 0.20961 -0.19263
H 7.35449 -2.63911 0.03856
H 7.22355 -1.31023 1.23816
H 6.31697 -0.28921 -1.05279

Electronic energy ... -108538.808 eV
Charge ... -1
Molecular weight ... 585.03 u
Expectation value of S² ... 6.018
HOMO (spin up / spin down) ... -1.43 / -4.73 eV
2S+1 ... 5
Strongest force on any atom ... 0.049 Eh/bohr
Gap between HOMO and LUMO (spin up / spin down) ... 3.67 / 6.97 eV